Entry 1:
C48H42Br2F4GeN4O2P2SZr | wB97M-V/def2-TZVPD

Summary:
Total energy (a.u.): -10976.1052
M (Da): 1200.539
Energy relative to the best compared isomer or geometry (same formula, charge and spin) (kJ/mol): 3.1
Total charge: 0
Highest occupied orbital energy (eV): -6.66
Kohn-Sham gap (eV): 6.42

Cartesian coordinates (Å):
Zr1 0.051 0.321 -0.044
Br1 3.362 0.998 1.225
Br2 -0.916 1.768 -2.705
Ge1 -2.430 3.205 1.515
S1 -2.898 0.531 0.127
P1 0.239 -0.620 3.175
P2 -0.899 -1.604 -1.961
F1 -4.697 -1.925 -5.462
F2 -3.111 2.384 -4.531
F3 -2.873 -2.972 -3.854
F4 -4.860 0.764 -5.808
O1 3.534 5.843 -0.531
O2 -3.389 1.489 -0.911
N1 -1.743 -0.430 -0.539
N2 2.058 0.305 -1.810
N3 2.203 1.124 -2.866
N4 1.305 2.415 0.061
C1 -2.131 0.520 -3.453
C2 1.619 -2.595 -0.034
C3 0.739 3.516 -0.453
C4 -4.328 3.028 1.986
C5 -1.587 -2.492 4.031
C6 -2.921 -1.643 -3.938
C7 2.783 -0.504 4.481
C8 0.764 -1.686 -4.169
C9 0.999 -1.913 2.147
C10 3.999 -0.117 -2.876
C11 3.156 -0.445 -1.808
C12 -0.399 -1.418 5.824
C13 -1.662 1.446 1.093
C14 0.029 -2.551 -3.355
C15 2.772 4.750 -0.350
C16 2.572 2.235 4.881
C17 -1.466 3.875 3.109
C18 1.539 1.538 4.274
C19 -2.082 -3.065 6.310
C20 -3.873 -1.118 -4.803
C21 -3.062 1.071 -4.313
C22 1.619 -2.142 -5.155
C23 -1.914 -5.052 0.053
C24 -3.925 -3.800 -0.276
C25 3.340 0.892 -3.539
C26 2.114 -4.024 1.839
C27 3.370 3.631 0.221
C28 2.595 2.504 0.402
C29 -3.210 -2.837 -0.961
C30 -1.836 -2.973 -1.175
C31 -2.309 -3.230 4.950
C32 -2.352 4.667 0.190
C33 1.777 -3.506 -5.350
C34 -1.130 -2.157 6.744
C35 1.632 0.164 4.068
C36 1.051 -4.386 -4.564
C37 2.177 -3.757 0.477
C38 -3.957 0.248 -4.984
C39 3.821 0.193 5.077
C40 -0.617 -1.586 4.461
C41 -3.278 -4.916 0.238
C42 1.419 4.690 -0.689
C43 -1.201 -4.093 -0.653
C44 1.506 -3.104 2.671
C45 0.187 -3.914 -3.585
C46 -2.050 -0.846 -3.202
C47 3.717 1.563 5.277
C48 1.013 -1.619 0.776
H1 -0.317 3.440 -0.666
H2 -4.989 -3.672 -0.133
H3 2.516 -4.945 2.241
H4 -2.649 -3.642 7.029
H5 -2.719 4.353 -0.785
H6 2.880 -1.568 4.319
H7 -4.897 2.666 1.133
H8 -4.716 4.002 2.284
H9 2.485 3.302 5.035
H10 4.714 -0.333 5.387
H11 -0.398 -4.636 -3.031
H12 3.321 -1.165 -1.028
H13 1.406 -3.316 3.729
H14 1.435 1.715 -3.149
H15 4.941 -0.564 -3.129
H16 0.653 2.068 3.940
H17 -0.488 4.273 2.838
H18 -1.360 5.103 0.093
H19 0.899 5.540 -1.109
H20 -3.726 -1.959 -1.323
H21 1.618 -2.481 -1.116
H22 0.664 -0.612 -4.026
H23 -0.949 -2.023 7.802
H24 0.347 -0.715 6.172
H25 4.406 3.652 0.521
H26 -3.054 -3.934 4.604
H27 2.626 -4.475 -0.198
H28 -2.028 4.671 3.592
H29 4.530 2.104 5.742
H30 -1.319 3.078 3.838
H31 3.579 1.444 -4.429
H32 3.013 6.560 -0.908
H33 -1.769 -2.625 2.970
H34 1.144 -5.453 -4.718
H35 -4.467 2.337 2.816
H36 -0.132 -4.214 -0.753
H37 2.449 -3.877 -6.112
H38 -3.009 5.456 0.559
H39 -1.695 0.966 2.082
H40 2.163 -1.436 -5.769
H41 -3.835 -5.666 0.782
H42 -1.390 -5.906 0.463

***

Entry 2:
C48H42BrCl3InN5O3S3 | wB97M-V/def2-TZVPD

Summary:
Total energy (a.u.): -7693.3798
M (Da): 1134.178
Energy relative to the best compared isomer or geometry (same formula, charge and spin) (kJ/mol): 47.9
Total charge: -2
Highest occupied orbital energy (eV): -2.67
Kohn-Sham gap (eV): 6.37

Cartesian coordinates (Å):
In1 0.225 -1.146 0.278
Br1 -6.683 -4.614 2.246
Cl1 -1.984 -0.287 -2.831
Cl2 -0.089 -2.045 -7.545
Cl3 2.093 -3.856 -2.959
S1 -0.884 1.160 1.401
S2 -1.016 -1.863 2.445
S3 0.884 -3.538 0.949
O1 -2.420 -3.070 -0.436
O2 0.253 -2.066 -1.669
O3 -2.814 -0.623 -0.032
N1 -6.284 0.877 1.786
N2 -4.095 1.322 1.886
N3 -1.877 -4.169 5.291
N4 0.918 -6.633 3.059
N5 2.089 -0.090 0.150
C1 4.644 -1.271 3.297
C2 3.247 1.903 -0.811
C3 -0.472 5.358 -0.381
C4 0.373 4.927 0.634
C5 2.508 0.574 -1.089
C6 1.537 1.691 -3.165
C7 -4.245 3.786 2.432
C8 4.400 -0.503 1.021
C9 -4.732 2.511 2.158
C10 -7.035 3.224 2.323
C11 -6.099 2.214 2.096
C12 -0.834 -1.261 -3.687
C13 5.206 -0.911 2.083
C14 2.386 0.791 -4.068
C15 -5.188 4.772 2.654
C16 4.455 1.698 -2.995
C17 3.596 2.620 -2.120
C18 -0.164 -3.361 2.300
C19 -0.022 -2.049 -5.794
C20 -5.685 -1.986 1.844
C21 0.941 -2.837 -3.765
C22 -3.516 -2.801 0.302
C23 2.478 -0.756 2.413
C24 -0.324 -4.376 3.238
C25 0.099 -2.032 -2.951
C26 2.600 -1.625 4.745
C27 -5.472 -3.309 1.569
C28 -1.450 4.494 -0.859
C29 2.305 2.979 -2.861
C30 -1.582 3.219 -0.327
C31 3.328 -0.327 -2.038
C32 -0.740 2.774 0.698
C33 0.898 -2.852 -5.144
C34 -0.893 -1.260 -5.072
C35 -1.187 -4.241 4.367
C36 0.242 3.652 1.167
C37 -3.720 -1.429 0.559
C38 2.997 -0.435 1.137
C39 0.377 -5.615 3.127
C40 3.258 -1.195 3.460
C41 6.701 -0.966 1.883
C42 -4.789 -1.025 1.344
C43 3.675 0.422 -3.332
C44 -5.071 0.387 1.667
C45 -6.565 4.494 2.602
C46 1.237 0.963 -1.853
C47 -4.386 -3.743 0.809
C48 -2.057 -4.429 -0.620
H1 5.379 1.439 -2.463
H2 -8.096 3.008 2.276
H3 -3.081 1.184 1.931
H4 7.113 0.031 1.703
H5 0.912 3.308 1.947
H6 -1.625 -0.641 -5.573
H7 4.152 1.744 -0.229
H8 2.348 -2.689 4.703
H9 3.258 -1.470 5.604
H10 0.590 1.927 -3.660
H11 4.154 3.534 -1.894
H12 -6.524 -1.655 2.437
H13 4.242 -0.686 -1.563
H14 -1.128 -4.409 -1.182
H15 -1.879 -4.916 0.342
H16 -2.340 2.547 -0.713
H17 7.199 -1.382 2.761
H18 2.532 3.513 -3.793
H19 1.148 5.586 1.011
H20 -3.181 3.992 2.455
H21 0.621 1.589 -1.210
H22 -2.833 -4.965 -1.177
H23 6.962 -1.586 1.022
H24 1.668 -1.083 4.913
H25 1.831 -0.118 -4.325
H26 4.744 2.217 -3.917
H27 2.583 2.526 -0.203
H28 -4.859 5.782 2.867
H29 -2.112 4.811 -1.657
H30 5.273 -1.612 4.113
H31 0.674 0.057 -2.082
H32 1.692 3.640 -2.239
H33 -0.365 6.351 -0.801
H34 2.728 -1.215 -2.260
H35 1.579 -3.482 -5.699
H36 2.617 1.312 -5.006
H37 -7.270 5.298 2.780
H38 4.288 -0.226 -3.968
H39 -2.654 0.228 0.414
H40 4.893 -0.267 0.090
H41 1.413 -0.643 2.590
H42 -4.226 -4.797 0.640